Computed, not measured: a 2-piece molecular cluster, C2H6NOS overall, with the ωB97M-V functional and the def2-TZVPD basis.

energy above the lowest of the compared OMol25 structures with the same formula, charge and spin	164.1	kJ/mol
net charge	-1
calculated total energy	-608.0039	hartree
frontier orbital gap	7.011	eV

Positions of all 11 atoms, in Å:
S (-0.074, -1.791, -1.176)
H (0.115, -2.918, -1.880)
O (-0.226, 0.412, 2.299)
C (0.119, 0.296, 1.146)
C (-0.422, 1.111, -0.009)
N (0.652, 1.852, -0.639)
H (0.943, -0.368, 0.850)
H (-0.893, 0.450, -0.742)
H (-1.152, 1.832, 0.370)
H (1.014, 1.467, -1.494)
H (0.637, 2.850, -0.577)

Forces on atoms 1 to 2 (eV/Å):
S 0.0 -0.2 -0.3
H 0.0 0.0 0.0

Results of the natural (NBO) charge analysis, in e, for atoms 1 through 5:
1. S -1.0625
2. H 0.0962
3. O -0.5858
4. C 0.4560
5. C -0.3497